The following is a quantum chemistry calculation of an isolated ion of composition C6H9N2 and charge +1 in a non-equilibrium geometry, from the OMol25 dataset.

Values from the calculation:
Kohn-Sham gap (alpha / beta) = 7.76 / 7.76 eV
relative energy (zero: lowest compared OMol25 entry of this formula, charge and spin) = 124.7 kcal/mol
largest force on an atom = 0.101 hartree/bohr
E_LUMO (alpha / beta) = -5.78 / -5.78 eV
energy = -9336.8470 eV
M = 109.15 g/mol

ORCA input file:
```
! wB97M-V def2-TZVPD RIJCOSX def2/J DEFGRID3
* xyz 1 1
C 0.839 -0.676 1.639
C 0.706 1.368 0.615
C 0.510 2.661 0.460
C -0.208 -2.354 0.174
C 0.314 -0.201 -0.716
C -1.016 0.095 -1.379
N 1.057 0.566 1.605
N 0.303 -1.157 0.352
H 0.845 -1.458 2.507
H 0.612 3.387 1.208
H 0.162 3.074 -0.501
H -0.455 -2.790 -0.724
H -0.546 -2.864 1.089
H 1.090 -0.174 -1.400
H -1.951 -0.067 -0.731
H -1.195 -0.545 -2.325
H -1.066 1.135 -1.874
*
```